1.
The following is a DFT calculation (the ωB97M-V functional and the def2-TZVPD basis) of a 11-piece molecular cluster, C54H141N7O16P4 overall at a distorted geometry.

Output
- total charge = 0
- ΔE to the lowest compared entry with this formula, charge and spin (kcal/mol) = 31.8
- SMILES = COP(=O)(OC)OC.COP(=O)(OC)OC.COP(=O)(OC)OC.COP(=O)(OC)OC.CCN(CC)CC.CCN(CC)CC.CCN(CC)CC.CCN(CC)CC.CCN(CC)CC.CCN(CC)CC.CCN(CC)CC
- orbital gap (eV) = 8.155

Last column: Löwdin charge in e.
CARTESIAN COORDINATES (ANGSTROEM)
H  1.90  1.45  4.17  0.07
H  4.11  -4.86  -3.16  0.08
C  6.38  -2.01  0.28  -0.06
C  2.43  0.25  0.34  -0.07
H  1.11  -4.18  4.73  0.12
H  0.43  3.50  -1.64  0.08
H  -4.35  -3.98  -0.13  0.03
H  -4.01  -2.27  -5.34  0.07
O  4.25  -2.34  -5.88  -0.25
H  4.11  1.33  5.25  0.12
N  -1.74  -4.70  -1.29  -0.17
H  -2.90  -1.64  4.09  0.10
H  3.05  6.27  0.23  0.09
H  -4.57  1.04  -4.09  0.09
O  1.68  4.28  -3.00  -0.19
C  3.86  -1.41  3.97  -0.07
H  3.41  -2.74  -1.89  0.10
O  4.16  0.01  -5.34  -0.20
H  0.29  -5.50  6.66  0.07
C  5.03  -2.69  0.53  -0.28
O  3.52  2.69  -2.23  -0.21
H  -3.42  -6.00  -1.23  0.11
C  -4.91  4.92  4.00  -0.07
C  2.53  2.86  -5.76  -0.07
H  -3.99  -5.11  1.25  0.08
H  -1.05  -6.45  -2.27  0.12
C  -7.56  -0.16  -0.64  -0.10
H  7.08  -2.86  0.26  0.09
H  0.95  -4.60  2.60  0.08
C  -2.96  2.16  -3.44  -0.10
P  3.06  3.69  -3.39  0.31
H  3.22  3.39  -0.31  0.07
C  -0.66  -5.58  -1.69  -0.28
H  -3.46  3.04  -3.00  0.07
O  -4.08  0.26  -0.22  -0.21
N  -2.89  0.17  -4.88  -0.17
H  0.26  -3.19  5.95  0.10
H  2.99  3.81  -5.93  0.07
H  -0.66  -5.96  5.24  0.06
C  3.54  -4.42  -0.11  -0.30
H  0.09  -1.78  3.52  0.10
H  -0.08  -0.09  -6.81  0.03
H  -0.29  -5.91  -0.70  0.10
O  2.75  2.50  -4.39  -0.24
N  -0.95  -3.42  4.28  -0.17
C  0.58  3.41  -2.73  -0.08
H  2.97  -3.31  -7.22  0.08
C  -0.82  7.74  1.86  -0.10
H  -5.92  4.55  4.13  0.06
H  -1.48  3.19  2.16  0.07
H  3.58  -1.86  3.01  0.06
C  -3.12  -0.91  -3.98  -0.27
H  -3.25  5.41  -1.87  0.08
H  3.40  0.62  -0.16  0.11
C  0.94  6.56  -0.33  -0.24
O  -1.03  1.62  -0.69  -0.23
H  -5.60  2.77  5.38  0.11
H  2.27  -0.78  0.21  0.04
H  1.85  6.52  1.67  0.07
H  5.10  -3.25  1.42  0.08
C  3.95  1.90  4.32  -0.27
C  -2.63  5.46  -0.94  -0.09
H  -1.40  -5.21  3.39  0.12
H  -6.41  -2.59  1.64  0.10
C  -0.43  2.92  1.89  -0.11
N  4.68  -3.62  -0.50  -0.17
C  4.45  -3.08  -1.88  -0.23
H  -1.79  -2.03  0.12  0.06
H  -1.15  8.43  1.09  0.07
C  -2.82  -5.45  -0.48  -0.19
N  4.38  0.93  3.33  -0.19
H  1.92  4.96  0.78  0.03
H  1.41  2.80  -6.00  0.12
H  -0.43  5.64  2.15  0.11
O  4.10  4.61  -3.79  -0.20
H  -0.32  3.77  -3.28  0.10
H  3.10  -4.88  -1.00  0.10
H  -0.76  -1.45  4.96  0.11
H  -0.88  6.30  -1.97  0.09
O  -6.48  -0.16  0.24  -0.21
H  -2.00  2.55  -3.76  0.03
N  -0.43  6.11  0.01  -0.18
H  5.78  -0.71  3.38  0.09
H  4.40  -6.21  0.35  0.07
H  0.02  -4.32  -3.34  0.06
C  -0.95  -0.42  -6.33  -0.10
H  2.67  -3.80  0.32  0.13
O  -4.73  -1.28  1.48  -0.22
H  -3.75  -4.25  -4.07  0.07
H  3.31  -4.19  -5.55  0.10
C  4.83  -4.05  -2.93  -0.08
C  0.12  -3.95  5.21  -0.25
H  0.69  -3.90  -1.76  0.07
H  -7.87  -1.17  -0.66  0.07
H  -4.50  1.93  6.40  0.11
C  -1.14  2.91  5.35  -0.09
C  -1.41  0.43  -5.17  -0.23
H  -2.23  -6.19  0.06  0.10
O  1.38  1.04  -0.26  -0.22
H  2.96  2.18  -6.41  0.05
C  6.65  1.77  2.40  -0.08
H  1.21  6.03  -1.30  0.10
H  -5.57  0.16  5.16  0.10
H  -2.35  -1.63  -3.98  0.08
H  -3.29  -5.77  -3.24  0.06
H  5.00  -2.15  -2.06  0.09
H  4.28  4.35  -1.34  0.08
H  -4.81  1.63  1.13  0.08
H  -1.86  7.41  -0.99  0.13
H  0.64  2.35  -2.90  0.07
H  -4.73  -2.37  -3.70  0.04
H  -1.83  -0.48  -6.95  0.08
H  -3.22  -3.42  -2.11  0.09
H  -5.99  -1.71  3.07  0.06
C  -3.66  1.39  -4.52  -0.23
H  4.54  -4.18  -6.84  0.08
C  4.93  -0.33  3.90  -0.22
H  -5.18  -1.05  -4.82  0.08
H  4.99  -3.58  -3.90  0.05
H  -5.56  1.22  3.60  0.08
C  -1.40  6.36  -1.05  -0.25
H  2.22  3.07  4.82  0.09
H  -7.40  0.25  -1.62  0.09
C  -2.91  -4.84  -3.65  -0.06
H  -3.04  1.09  1.46  0.09
C  2.54  2.33  4.05  -0.09
H  -1.33  1.43  -5.67  0.12
H  -0.21  3.50  0.96  0.08
C  3.99  3.32  -1.08  -0.13
H  1.43  -1.18  -2.48  0.08
C  0.38  -4.75  -2.40  -0.09
H  -1.17  3.00  6.47  0.10
H  2.95  -5.93  1.35  0.07
H  -1.35  -4.79  6.26  0.08
H  -4.05  0.41  4.16  0.04
H  1.83  0.18  -3.63  0.10
H  6.77  2.63  3.07  0.07
H  2.50  2.82  3.06  0.07
H  -2.12  -4.98  -4.35  0.06
C  -1.12  -1.40  -0.43  -0.07
C  2.02  6.03  0.66  -0.08
H  -3.46  2.11  0.06  0.07
H  -3.35  5.84  -0.21  0.06
H  -3.96  2.03  -5.40  0.13
C  -0.83  -2.00  4.02  -0.26
H  6.41  -1.54  -0.73  0.07
P  -0.11  0.97  0.28  0.39
N  -3.53  3.01  4.84  -0.18
H  5.29  -0.07  4.86  0.09
H  -3.10  -3.77  0.82  0.02
H  7.20  0.93  2.74  0.04
C  3.83  -5.47  0.88  -0.09
H  -2.01  6.14  1.44  0.09
C  -2.31  2.22  4.74  -0.28
C  -1.14  -4.20  3.09  -0.26
O  2.05  -0.93  -6.29  -0.23
H  -2.23  -1.93  2.39  0.04
O  -0.19  1.50  1.78  -0.21
H  -2.36  4.45  -0.64  0.06
C  -3.84  1.33  0.70  -0.08
H  -4.98  -3.01  2.75  0.11
H  4.59  2.72  4.39  0.09
H  6.66  -1.31  1.08  0.06
H  -1.68  -3.31  -2.90  0.08
C  -2.38  -4.02  -2.46  -0.26
C  -5.00  0.91  4.52  -0.10
H  -3.27  -0.58  -2.95  0.09
O  -5.08  -1.85  -1.10  -0.20
O  -0.42  -0.57  0.47  -0.21
H  -4.88  5.71  3.24  0.07
H  -0.10  -4.64  1.20  0.05
C  -2.09  -1.46  3.35  -0.07
C  5.15  1.42  2.23  -0.28
H  5.71  -4.59  -2.67  0.07
H  0.08  3.24  2.80  0.07
H  1.05  7.62  -0.59  0.11
C  -4.35  -1.71  -4.47  -0.08
C  0.01  -4.16  2.15  -0.06
H  -1.96  -3.74  2.60  0.06
H  1.28  -5.32  -2.72  0.07
H  0.75  -1.08  -4.17  0.05
C  1.61  -0.92  -3.53  -0.07
H  2.43  0.40  1.45  0.09
P  3.24  -1.21  -5.45  0.31
H  -1.70  -0.76  -1.10  0.08
H  5.22  0.62  1.45  0.10
H  6.99  2.06  1.39  0.08
H  4.66  2.36  1.88  0.11
C  -3.66  -4.55  0.39  -0.08
C  -3.89  3.82  3.70  -0.26
C  -4.67  2.16  5.34  -0.24
H  -0.90  3.88  4.91  0.07
C  -0.40  -5.16  5.91  -0.10
H  0.25  7.94  2.16  0.08
H  4.27  -2.19  4.66  0.08
H  4.56  0.14  -3.28  0.08
C  -0.93  6.32  1.39  -0.26
H  5.63  -0.92  -4.29  0.08
O  2.75  -1.67  -4.00  -0.23
H  5.85  0.88  -4.39  0.11
H  -8.40  0.46  -0.18  0.12
C  3.69  -3.61  -6.47  -0.02
H  -1.48  7.96  2.68  0.07
H  -4.27  3.20  2.83  0.11
H  4.22  -1.91  0.67  0.11
H  4.89  2.84  -0.65  0.09
H  -0.56  -1.39  -5.96  0.07
H  -2.18  2.02  3.66  0.08
H  2.94  -1.18  4.48  0.06
H  -4.65  5.35  4.91  0.05
H  -0.45  -2.09  -0.95  0.07
H  -2.96  4.25  3.41  0.08
H  -0.27  2.32  5.22  0.03
H  -1.97  -0.36  3.23  0.06
H  -2.43  1.22  5.26  0.13
P  -5.12  -0.88  -0.01  0.33
H  0.24  -3.15  1.90  0.05
C  -5.56  -2.18  2.22  -0.09
C  5.12  0.05  -4.22  -0.03
H  -2.75  1.47  -2.61  0.06
H  4.51  -5.18  1.73  0.08
H  -0.87  0.47  -4.22  0.10

***

2.
The following is a DFT calculation (the ωB97M-V functional and the def2-TZVPD basis) of a 12-piece molecular cluster, C54H144N12O15 overall at a distorted geometry.

Output
- total charge = 0
- ΔE to the lowest compared entry with this formula, charge and spin (kcal/mol) = 149.9
- SMILES = COC[C@H](C)N.COC[C@H](C)N.COC[C@H](C)N.COC[C@H](C)N.COC[C@H](C)N.COC[C@H](C)N.COC[C@H](C)N.COC[C@H](C)N.COC[C@H](C)N.COCCNCCOC.COCCNCCOC.COCCNCCOC
- orbital gap (eV) = 8.699

Last column: Löwdin charge in e.
CARTESIAN COORDINATES (ANGSTROEM)
H  0.61  -4.57  0.07  0.07
C  5.84  -4.81  0.20  -0.19
H  -4.13  -0.31  -0.89  0.08
H  2.94  -3.21  1.18  0.06
H  6.24  -5.82  0.27  0.12
H  6.25  1.65  4.82  0.08
H  -6.61  -3.62  -5.96  0.12
H  2.61  1.60  4.68  0.08
H  -2.24  1.61  -3.98  0.06
H  1.53  6.37  -3.95  0.13
O  6.20  3.06  3.35  -0.20
C  -3.09  -0.04  -1.09  -0.13
H  -6.26  3.09  -0.88  0.09
H  0.12  8.37  -4.75  0.07
C  -0.68  6.38  -4.00  -0.38
H  2.80  -2.42  3.75  0.07
H  -3.85  -2.96  -2.76  0.05
C  5.51  0.33  1.31  -0.07
H  0.19  -1.84  0.64  0.10
N  1.34  -0.08  0.91  -0.02
C  -3.91  -3.59  -6.99  -0.08
H  1.44  3.26  0.31  0.06
H  -3.25  -5.27  -2.39  0.13
H  4.11  0.67  -3.99  0.08
O  1.08  4.96  1.36  -0.20
C  4.10  -0.41  -3.81  -0.08
H  -1.38  -3.71  -2.01  0.11
H  -6.29  0.34  2.22  0.12
C  -6.62  2.07  3.49  -0.21
H  7.79  -3.79  -2.37  0.08
H  -2.03  -2.94  -4.55  0.08
O  5.82  -1.16  -6.35  -0.19
H  -6.55  3.07  3.07  0.11
O  0.68  4.56  -3.27  -0.23
H  -4.02  -2.62  -7.48  0.07
H  -1.69  -7.12  6.10  0.12
H  -9.20  2.41  6.21  0.08
H  -4.91  -8.21  7.53  0.09
H  2.07  4.58  -1.63  0.08
H  -2.66  6.01  -3.63  0.08
C  6.98  -1.63  -7.17  -0.07
H  6.86  -1.26  -2.35  0.06
C  6.14  4.57  3.23  -0.14
H  3.73  -5.29  -0.11  0.13
H  -1.66  5.26  -2.66  0.06
H  -1.62  2.09  -5.57  0.08
H  2.42  -1.17  -0.59  0.10
H  6.80  3.23  5.32  0.08
H  -7.42  -0.88  -4.68  0.07
O  -1.24  -1.12  -4.26  -0.21
H  -2.87  -0.33  -2.12  0.07
C  2.48  0.90  3.85  -0.04
H  3.24  -0.71  5.11  0.13
C  -5.43  2.41  -1.07  -0.13
H  7.84  -5.32  -1.68  0.08
H  0.82  2.86  -4.68  0.03
H  -4.34  -6.25  -0.84  0.08
C  -4.52  1.26  2.36  -0.19
H  3.64  -0.65  -2.85  0.06
C  -5.79  -1.51  -5.64  -0.45
H  1.56  1.11  3.31  0.06
H  -3.91  1.74  3.12  0.13
H  -1.70  -3.11  6.90  0.10
N  5.82  6.47  1.62  0.03
H  6.18  0.20  0.45  0.08
H  5.18  4.51  1.37  0.13
H  -8.17  0.74  4.12  0.12
H  0.73  6.52  -2.39  0.11
H  -0.57  -0.48  -1.19  0.11
C  -0.10  5.42  0.63  -0.16
N  -7.11  -0.95  -5.64  0.04
H  -4.35  -2.78  -1.09  0.07
H  -2.15  -2.43  2.28  0.08
H  0.91  7.33  0.02  0.12
H  -1.04  5.08  1.05  0.12
H  -0.42  -0.25  -5.86  0.12
H  0.98  -1.77  5.71  0.12
H  4.01  -2.57  -0.09  0.06
H  0.84  1.79  -5.84  0.07
C  0.02  -0.78  0.82  -0.16
H  -0.09  4.89  -0.32  0.09
H  -0.64  -3.41  4.67  0.12
C  -2.19  -3.76  6.17  -0.17
N  -1.09  7.51  -0.46  0.03
O  -8.88  2.80  4.17  -0.19
C  6.04  5.04  1.78  -0.45
H  7.92  -1.08  -7.11  0.08
H  6.55  6.99  2.08  0.07
H  -7.07  0.03  -5.87  0.07
H  4.51  -2.79  1.59  0.07
C  -3.32  -4.67  -1.48  -0.43
C  -2.08  -3.49  2.52  -0.10
C  -8.10  1.70  3.60  -0.16
H  -1.06  8.59  -3.48  0.06
H  0.04  1.12  -3.16  0.11
H  0.80  -4.61  -1.56  0.08
H  -3.23  -8.78  7.41  0.08
O  -2.46  -3.85  3.84  -0.21
H  -0.80  8.41  -0.84  0.06
N  0.99  1.88  -4.84  0.05
H  -1.91  -3.45  -0.42  0.11
O  -4.50  -3.60  -5.65  -0.20
O  -1.07  -5.40  -0.93  -0.17
O  -2.28  -0.65  -0.13  -0.18
H  -4.12  0.31  1.99  0.12
C  -0.15  7.73  1.79  -0.07
H  8.07  -3.90  -0.65  0.08
H  -3.28  -3.66  6.21  0.11
C  5.47  -0.95  -3.89  -0.44
H  3.22  -5.26  2.18  0.06
H  -0.90  0.93  -0.19  0.12
N  -3.84  -5.48  -0.41  0.05
H  0.76  7.61  2.38  0.07
H  -0.20  -2.86  -4.53  0.09
H  -4.58  3.02  -1.36  0.08
C  3.95  -3.24  0.77  -0.06
C  -4.80  -0.79  -4.78  -0.05
H  3.17  1.55  0.38  0.11
O  6.10  -4.34  -1.15  -0.19
C  -8.84  3.15  5.49  -0.15
H  6.61  -1.57  -8.20  0.08
O  1.07  0.15  6.53  -0.16
H  -1.25  -2.31  -5.92  0.08
C  3.45  0.55  0.03  -0.24
C  -3.79  -6.53  5.77  -0.22
H  7.02  4.99  -0.16  0.07
C  -4.16  -8.62  6.86  -0.13
H  4.39  -6.30  1.94  0.07
H  7.49  3.61  0.90  0.07
N  -1.81  6.16  -3.10  0.02
H  0.81  -6.15  -0.79  0.09
C  -0.25  0.24  7.01  -0.11
H  6.47  0.52  -5.24  0.12
N  6.13  -0.61  -2.62  0.06
H  -8.56  1.61  2.62  0.12
C  -0.21  -0.30  -4.79  -0.18
C  -0.77  7.93  -4.30  -0.05
H  -0.50  -0.62  1.77  0.11
H  6.45  -4.27  0.92  0.12
C  1.17  3.53  1.33  -0.10
C  1.13  -0.73  5.42  -0.22
H  -5.38  -1.50  -6.65  0.11
C  6.27  -0.55  -5.13  -0.21
H  -0.88  -0.65  6.93  0.07
C  -4.21  -3.51  -1.89  -0.05
O  4.19  -0.14  1.02  -0.23
H  -1.94  -6.13  4.74  0.10
H  -5.18  -3.85  -2.24  0.07
H  -5.71  1.85  -1.96  0.08
H  3.27  1.01  3.11  0.06
H  -0.78  5.73  -4.87  0.13
H  0.27  -0.55  4.77  0.11
H  0.25  3.06  1.67  0.09
H  -4.83  -0.95  -3.70  0.07
C  -1.13  -2.39  -4.84  -0.12
C  2.19  -0.15  -0.29  -0.21
H  -1.18  6.99  -1.32  0.00
H  5.05  2.90  5.08  0.08
H  5.90  6.65  0.63  0.06
H  3.29  -1.20  2.88  0.03
H  -6.05  -3.34  -4.43  0.10
H  5.33  1.36  1.60  0.07
H  -2.81  -3.93  1.83  0.07
H  -2.82  -3.63  -7.00  0.07
N  4.19  -5.31  1.91  0.02
C  1.82  4.06  -2.56  -0.10
H  2.68  4.23  -3.20  0.09
H  -5.28  3.05  1.45  0.11
C  0.31  -5.19  -0.78  -0.12
N  -1.69  -5.13  6.48  -0.07
N  2.51  -1.51  3.44  0.04
C  7.20  4.66  0.86  -0.07
H  -3.71  2.65  0.95  0.11
H  -4.81  0.28  -4.98  0.08
C  -4.67  2.19  1.18  -0.23
H  1.77  2.99  -2.34  0.08
O  -5.21  1.55  0.02  -0.21
H  -3.02  1.04  -1.10  0.08
H  -6.24  2.26  4.50  0.11
H  1.82  -0.54  1.67  0.04
H  6.14  0.00  2.14  0.09
H  7.17  -2.67  -6.93  0.08
H  -1.93  -2.10  4.79  0.11
H  -0.38  8.79  1.65  0.07
H  4.03  0.76  -0.86  0.11
C  7.48  -4.32  -1.47  -0.13
C  -0.04  7.00  0.43  -0.40
H  -1.25  3.07  -4.21  0.05
H  7.04  5.01  3.64  0.12
N  -5.85  1.01  2.83  -0.07
O  -4.12  -7.88  5.68  -0.18
C  -0.13  1.17  -4.23  -0.39
H  7.31  -0.86  -5.00  0.10
H  5.38  5.04  3.86  0.12
C  2.34  -0.50  4.53  -0.37
H  -9.45  4.04  5.68  0.09
H  5.27  -2.01  -4.04  0.13
H  -3.85  -1.16  -5.15  0.06
H  -0.99  7.39  2.38  0.07
C  -1.84  -4.23  -1.17  -0.18
H  -3.08  -5.94  0.05  0.06
H  -4.39  -9.65  6.59  0.09
C  4.35  -4.72  0.58  -0.40
H  5.57  -0.75  -1.79  0.04
H  -1.55  -5.35  7.46  0.10
H  -1.14  -3.97  2.25  0.09
C  -0.94  -0.16  -0.21  -0.20
C  -1.38  2.03  -4.51  -0.05
H  8.12  5.18  1.13  0.07
C  -2.26  -6.25  5.78  -0.21
C  -1.69  -3.17  4.81  -0.21
H  -4.28  -6.09  6.64  0.12
C  6.06  2.72  4.71  -0.14
H  -0.71  1.06  6.45  0.09
C  0.69  6.01  -3.35  -0.16
H  -4.19  -4.33  -7.73  0.08
H  2.01  3.23  1.95  0.08
H  -0.34  0.57  8.04  0.09
H  0.71  -0.87  -4.71  0.11
H  1.74  0.35  -1.15  0.11
C  -5.81  -3.08  -5.46  -0.17
H  -7.82  3.36  5.80  0.08
H  3.47  -0.70  -4.65  0.08
H  -1.62  8.04  -4.97  0.07
H  -4.23  -6.09  4.87  0.12

***

Question: The lowest orbital gap belongs to which entry?
Answer: C54H141N7O16P4

***

Question: The highest ΔE to the lowest compared entry with this formula, charge and spin belongs to which entry?
Answer: C54H144N12O15